No. 1
A cluster of 2 separate species, C2H11N2O in total. Source: the OMol25 dataset; level of theory: wB97M-V/def2-TZVPD.

Computed properties:
2S+1: 1
Relative energy (zero: lowest compared OMol25 entry of this formula, charge and spin) in kJ/mol: 6.21
LUMO in eV: -3.03
Charge: +1

Element x y z (Å)
C: 1.22805 0.00076 1.13010
N: 1.58227 -1.39933 0.86018
C: 0.73469 0.61362 -0.17892
N: -0.24520 -0.30994 -0.86041
H: 0.46522 0.03738 1.90631
H: 2.07193 0.60363 1.46220
H: 1.23849 -1.98881 1.61060
H: 2.58124 -1.56795 0.83536
H: 0.31778 1.61091 -0.05276
H: 1.57480 0.73235 -0.86205
H: 0.00544 -0.39225 -1.83978
H: -1.22479 0.03968 -0.80610
H: -0.11305 -1.19278 -0.35374
H: -3.02876 1.86056 -1.05427
H: -3.37073 0.74966 -0.08020
O: -2.71378 1.00365 -0.74067

No. 2
A cluster of 2 separate species, C2H4Br2N in total in a non-equilibrium geometry. Source: the OMol25 dataset; level of theory: wB97M-V/def2-TZVPD.

Computed properties:
2S+1: 1
Relative energy (zero: lowest compared OMol25 entry of this formula, charge and spin) in kJ/mol: 220.64
LUMO in eV: -6.58
Charge: +1

Element x y z (Å)
C: -1.43542 -0.44025 -0.38519
C: 1.43562 0.66384 0.78857
N: 2.23152 0.34193 0.02444
Br: -3.37164 -0.49758 0.15809
Br: -0.15962 -1.60836 0.51996
H: -1.52350 -0.54151 -1.48853
H: 1.42088 1.32148 1.68262
H: 2.60582 0.19173 -0.93181
H: -1.20368 0.56872 -0.36815

No. 3
A cluster of 9 separate species, C24H48Cl12O6S3 in total in a non-equilibrium geometry. Source: the OMol25 dataset; level of theory: wB97M-V/def2-TZVPD.

Computed properties:
SMILES: O=S1(=O)CCCC1.O=S1(=O)CCCC1.O=S1(=O)CCCC1.ClCCCl.ClCCCl.ClCCCl.ClCCCl.ClCCCl.ClCCCl
2S+1: 1
Relative energy (zero: lowest compared OMol25 entry of this formula, charge and spin) in kJ/mol: 0.00
LUMO in eV: 0.36
Charge: 0

Element x y z (Å)
O: 5.34446 1.51661 2.31446
S: 3.98452 1.92270 2.67775
O: 3.02257 0.87271 3.04949
C: 4.07455 3.27872 3.91259
C: 4.59788 4.39450 3.02556
C: 3.89992 4.31996 1.63394
C: 3.31660 2.93530 1.36508
H: 4.83796 3.05589 4.58948
H: 3.03764 3.43588 4.22744
H: 4.48477 5.32808 3.67529
H: 5.69040 4.34190 2.93164
H: 4.73983 4.48976 0.82161
H: 3.20930 5.10535 1.50694
H: 3.69220 2.47789 0.48654
H: 2.23235 2.88657 1.38528
O: 2.27086 0.28878 -2.95592
S: 3.20732 1.25960 -3.54509
O: 4.37631 1.55740 -2.77438
C: 3.72171 0.77149 -5.18094
C: 3.36520 1.88828 -6.11388
C: 2.00850 2.50717 -5.59276
C: 2.38390 2.70684 -4.10066
H: 3.21385 -0.14238 -5.57716
H: 4.84230 0.62125 -5.07876
H: 4.16376 2.65556 -6.08113
H: 3.36603 1.44684 -7.12856
H: 1.28719 1.72569 -5.72089
H: 1.62243 3.40036 -6.07721
H: 1.44416 2.86978 -3.48907
H: 3.04136 3.54618 -4.07986
O: 0.03615 1.35536 0.19206
S: -0.35452 -0.02851 0.39107
O: -1.59678 -0.26723 1.09278
C: -0.38535 -0.79776 -1.17102
C: 0.52719 -1.91890 -1.10712
C: 1.71043 -1.36432 -0.24775
C: 1.11421 -0.81598 1.03331
H: -0.13417 -0.07482 -1.87931
H: -1.42122 -1.14285 -1.35734
H: 0.08667 -2.82025 -0.67536
H: 0.95987 -2.19953 -2.06086
H: 2.27628 -0.67768 -0.81715
H: 2.46667 -2.11756 0.01818
H: 1.74801 -0.06701 1.48543
H: 0.92996 -1.63381 1.72268
Cl: 0.52603 -4.93371 1.40074
C: -1.01419 -5.54089 0.63253
C: -0.81797 -6.80249 -0.23339
Cl: 0.07603 -6.41390 -1.70118
H: -1.39207 -4.71860 0.01859
H: -1.76851 -5.73937 1.38080
H: -1.80519 -7.14747 -0.50011
H: -0.26344 -7.60908 0.29026
Cl: -2.56042 1.95048 -1.68279
C: -1.96217 3.47072 -0.89438
C: -0.67296 4.02217 -1.45735
Cl: -1.00262 4.66203 -3.15787
H: -1.79789 3.21112 0.13333
H: -2.70027 4.22696 -0.94490
H: 0.14822 3.27613 -1.51094
H: -0.31586 4.78931 -0.75565
Cl: -4.13337 -0.96925 -1.30287
C: -4.59023 -0.37141 0.26931
C: -4.88340 -1.49818 1.18222
Cl: -6.32574 -2.49833 0.73539
H: -5.49632 0.24077 0.12932
H: -3.72210 0.13376 0.70045
H: -5.22622 -1.09108 2.15253
H: -4.07474 -2.17935 1.26618
Cl: -2.06488 -3.43506 3.01365
C: -1.73146 -2.58324 4.57245
C: -2.93351 -1.82580 4.92301
Cl: -4.27935 -2.86648 5.21513
H: -0.86484 -1.88541 4.53914
H: -1.45912 -3.32680 5.33851
H: -3.29893 -1.22219 4.11397
H: -2.71558 -1.14914 5.74746
Cl: 0.02453 3.53104 2.69547
C: -1.11808 2.28053 3.32625
C: -0.56322 1.58403 4.54374
Cl: -0.46718 2.53934 6.04098
H: -1.16639 1.42236 2.66541
H: -1.97469 2.87018 3.49954
H: 0.48766 1.34295 4.25901
H: -1.23095 0.72190 4.81782
Cl: -1.86382 -4.40548 -3.34500
C: -3.46200 -3.73712 -3.78562
C: -4.54842 -4.49099 -3.06207
Cl: -4.18900 -4.86199 -1.29333
H: -3.57871 -3.90414 -4.87704
H: -3.49640 -2.66932 -3.42671
H: -4.76968 -5.48334 -3.42625
H: -5.40382 -3.80999 -2.97211

No. 4
A cluster of 3 separate species, C6H19N4 in total in a non-equilibrium geometry. Source: the OMol25 dataset; level of theory: wB97M-V/def2-TZVPD.

Computed properties:
2S+1: 1
Relative energy (zero: lowest compared OMol25 entry of this formula, charge and spin) in kJ/mol: 365.20
LUMO in eV: -3.87
Charge: +1

Element x y z (Å)
C: 1.94838 0.33358 -0.67975
C: 0.42686 1.41315 0.97132
C: -0.02065 0.40042 -2.65714
C: -1.77815 1.14214 -1.11689
C: 0.66179 0.85435 -0.31150
C: -0.30884 0.77956 -1.30685
N: 0.37063 -2.37671 -0.69643
N: -0.53679 -1.40375 1.13324
N: -0.46955 -1.57934 -0.11109
N: -1.78271 -0.40653 3.16471
H: 1.81560 -0.49940 -1.28665
H: 2.37733 1.22810 -1.13316
H: 2.63195 0.16275 0.24408
H: -0.50114 1.80239 1.01955
H: 1.20367 2.06179 1.37179
H: 0.49920 0.56991 1.71569
H: 0.85776 0.91442 -2.99697
H: 0.16936 -0.68526 -2.92709
H: -0.83199 0.69127 -3.36689
H: -2.22282 1.35572 -0.11185
H: -2.37972 0.33829 -1.51789
H: -2.12652 1.92556 -1.82751
H: 1.13094 -2.87849 -0.30325
H: 0.18705 -2.51497 -1.68465
H: -1.19904 -0.86684 1.59260
H: 0.23139 -1.65871 1.78142
H: -2.06506 0.63503 3.38190
H: -1.70389 -0.76342 4.09100
H: -2.68929 -0.71704 2.67387

Computed E_HOMO (eV) in order:
-14.270; -13.795; -10.219; -11.512